No. 1
Below is C29H43BrN2O3PS4V as an isolated structure at a distorted geometry, with properties calculated with ωB97M-V/def2-TZVPD.

ORCA input file:
```
! RIJCOSX wB97M-V def2-TZVPD def2/J DEFGRID3
* xyz -1 4
Br -5.098 -4.170 -4.938
V -1.938 -1.354 -1.035
S -2.405 2.833 -3.677
S -1.700 -0.012 -3.077
S -3.813 3.296 -1.172
S -3.431 0.529 -0.118
P 1.050 0.287 0.460
O 0.005 -0.417 -0.338
O -3.456 5.165 -3.009
O -1.760 -2.307 0.945
N -3.599 -2.402 -1.548
N -0.702 -3.971 2.013
C 1.062 2.188 2.659
C -5.557 -3.609 -0.875
C -1.177 -3.389 0.879
C 1.933 -0.897 1.563
C -2.500 1.468 -2.572
C 2.310 0.985 -0.694
C -0.801 2.357 0.935
C -3.163 1.679 -1.417
C 0.331 3.438 3.165
C -3.817 -2.808 -2.811
C 4.620 -2.078 0.915
C 0.215 1.429 1.612
C 1.731 1.259 -2.091
C 3.216 2.148 -0.256
C -0.971 -4.104 -0.434
C -3.300 4.003 -2.706
C -1.816 2.835 1.974
C 4.507 -0.652 1.437
C 2.564 3.521 -0.387
C -5.771 -4.062 -2.169
C 3.391 -2.448 0.094
C 3.233 -0.448 2.257
C 1.048 2.613 -2.195
C -1.160 3.162 3.331
C -0.729 -3.112 -1.579
C 2.114 -2.277 0.909
C -4.875 -3.632 -3.133
C 1.991 3.741 -1.786
C -4.481 -2.786 -0.608
H -1.283 2.324 4.026
H 1.179 -1.034 2.350
H 3.331 -1.054 3.167
H 4.538 0.041 0.592
H 2.820 3.784 -2.503
H 4.702 -2.769 1.764
H 3.301 4.294 -0.147
H 3.171 0.586 2.598
H 2.034 2.479 2.261
H 0.469 4.261 2.457
H -1.008 -3.597 2.896
H -0.400 0.690 2.148
H -2.575 2.058 2.084
H -2.338 3.710 1.581
H 0.332 -2.852 -1.649
H -6.600 -4.707 -2.424
H 1.485 4.709 -1.839
H -4.301 -2.400 0.387
H 0.781 3.765 4.107
H 3.614 2.001 0.751
H 0.693 2.762 -3.216
H -1.935 -4.604 -0.606
H -0.992 -3.611 -2.520
H -1.654 4.016 3.799
H -3.124 -2.439 -3.556
H 1.263 1.525 3.507
H 3.454 -3.487 -0.240
H -0.234 -4.912 -0.284
H 1.246 -2.498 0.295
H 1.769 3.624 0.351
H 2.129 -3.017 1.718
H -6.227 -3.880 -0.070
H 2.577 1.236 -2.790
H 3.353 -1.848 -0.820
H -0.381 -4.921 1.976
H 0.144 2.616 -1.580
H 1.036 0.469 -2.378
H -0.290 3.210 0.489
H -1.326 1.833 0.135
H 5.371 -0.402 2.060
H 5.534 -2.198 0.327
H 4.086 2.126 -0.925
H 2.955 0.109 -0.802
*
```

The value obtained for the orbital gap (alpha / beta) is 4.9 / 5.4 eV. The total energy is -6918.42363 hartree. As for the energy above the lowest of the compared OMol25 structures with the same formula, charge and spin: 0.0 kJ/mol.

From a Löwdin analysis of the wavefunction, the atomic charges in e read: 0.72, 0.33, 0.91, 0.53, 0.92, 0.53, 0.85, -0.38, -0.11, -0.05, -0.07, 0.17, -0.19, -0.06, -0.53, -0.32, -1.13, -0.32, -0.23, -1.15, -0.21, -0.17, -0.20, -0.32, -0.19, -0.19, -0.23, -1.05, -0.20, -0.20, -0.20, -0.13, -0.19, -0.18, -0.20, -0.20, -0.26, -0.19, -0.67, -0.19, -0.13, 0.11, 0.12, 0.12, 0.09, 0.11, 0.11, 0.11, 0.08, 0.08, 0.11, 0.11, 0.13, 0.07, 0.10, 0.02, 0.10, 0.11, 0.10, 0.10, 0.09, 0.10, 0.11, 0.02, 0.10, 0.08, 0.11, 0.11, 0.10, 0.07, 0.08, 0.11, 0.10, 0.12, 0.11, 0.10, 0.10, 0.07, 0.10, 0.03, 0.11, 0.11, 0.12, 0.09


No. 2
Below is C29H43CdNPSb2 as an isolated structure, with properties calculated with ωB97M-V/def2-TZVPD.

ORCA input file:
```
! RIJCOSX wB97M-V def2-TZVPD def2/J DEFGRID3
* xyz 1 1
Sb -1.796 -1.895 -0.494
Sb -1.621 2.323 -0.045
Cd 0.246 0.145 -0.264
P 0.643 0.101 -2.912
N -0.261 -0.141 2.593
C 1.791 -3.798 -2.697
C -5.680 -0.051 -2.911
C 4.518 -0.054 2.264
C -3.779 -1.307 0.108
C 4.521 -0.336 0.909
C -3.638 1.735 0.429
C -2.011 3.544 -1.743
C 1.136 -3.416 -4.978
C -1.659 -3.775 0.492
C -4.395 -0.340 -0.866
C 1.599 -4.271 -3.987
C -4.324 1.055 -0.721
C 0.045 -1.502 3.018
C 2.139 0.345 2.164
C -5.085 -0.862 -1.962
C -4.944 1.862 -1.679
C -2.253 -2.646 -2.437
C 3.324 0.282 2.888
C 2.046 1.081 -3.534
C -0.726 0.596 -4.009
C -1.365 3.892 1.368
C 1.504 -2.475 -2.396
C 1.029 -1.611 -3.383
C -1.445 0.337 3.287
C 0.856 -2.091 -4.679
C 0.870 0.747 2.879
C 3.330 -0.279 0.191
C 2.121 0.058 0.794
C -5.608 1.329 -2.768
H 0.994 -3.781 -5.986
H -0.981 1.633 -3.787
H -1.373 3.511 2.386
H -1.744 -3.668 1.570
H -3.708 -0.907 1.117
H -0.829 -2.138 2.873
H -2.914 -3.506 -2.341
H 0.876 -1.900 2.436
H -2.495 2.962 -2.525
H -2.457 -4.418 0.125
H 2.219 0.883 -4.592
H -5.167 -1.939 -2.058
H -2.176 4.608 1.242
H -4.919 2.938 -1.548
H 2.944 0.836 -2.966
H 3.316 0.498 3.950
H 0.495 -1.439 -5.465
H 1.666 -2.113 -1.384
H -1.315 0.343 4.379
H 2.168 -4.457 -1.925
H -6.085 1.982 -3.486
H -4.364 -2.226 0.153
H -1.605 -0.020 -3.822
H -2.298 -0.304 3.055
H -2.660 4.369 -1.455
H -1.071 3.944 -2.122
H -1.680 1.356 2.976
H -2.746 -1.886 -3.042
H -3.584 1.118 1.323
H 0.583 1.759 2.570
H -0.454 0.529 -5.062
H 1.057 0.785 3.964
H -1.327 -2.952 -2.921
H 3.370 -0.507 -0.871
H 1.834 2.142 -3.391
H -0.413 4.388 1.187
H 0.319 -1.542 4.082
H 5.443 -0.601 0.407
H 1.817 -5.304 -4.224
H 5.435 -0.098 2.835
H -4.160 2.655 0.692
H -6.213 -0.491 -3.743
H -0.695 -4.224 0.256
*
```

The value obtained for the orbital gap is 8.9 eV. The total energy is -2174.94529 hartree. As for the energy above the lowest of the compared OMol25 structures with the same formula, charge and spin: 0.0 kJ/mol.

From a Löwdin analysis of the wavefunction, the atomic charges in e read: 1.27, 1.27, 0.89, 0.79, -0.32, -0.07, -0.07, -0.08, -0.31, -0.10, -0.31, -0.32, -0.07, -0.30, -0.29, -0.07, -0.29, -0.10, -0.31, -0.07, -0.07, -0.29, -0.05, -0.25, -0.26, -0.31, -0.15, -0.42, -0.11, -0.09, -0.21, -0.18, -0.26, -0.07, 0.11, 0.02, -0.01, -0.01, 0.04, 0.06, 0.02, 0.08, -0.01, 0.02, 0.05, 0.11, 0.02, 0.11, 0.04, 0.11, 0.10, 0.06, 0.10, 0.11, 0.11, 0.07, 0.03, 0.08, 0.02, 0.01, 0.05, -0.01, 0.03, 0.10, 0.05, 0.12, -0.01, 0.06, 0.04, 0.01, 0.10, 0.10, 0.11, 0.11, 0.08, 0.11, 0.01


No. 3
Below is C29H43Cl2F5N3O5SiTi as an isolated structure at a distorted geometry, with properties calculated with ωB97M-V/def2-TZVPD.

ORCA input file:
```
! RIJCOSX wB97M-V def2-TZVPD def2/J DEFGRID3
* xyz 0 2
Ti -1.758 0.487 -0.395
Cl -1.735 0.676 -2.660
Cl 0.029 -0.136 0.602
Si 2.372 -1.522 -3.591
F -3.763 -1.702 1.306
F -0.175 -3.684 -1.072
F -1.346 -6.175 -0.723
F -3.406 -6.410 1.020
F -4.393 -4.154 2.255
O -2.275 0.679 1.824
O -1.969 -1.427 -0.753
O -3.649 0.841 -0.443
O 2.844 -1.024 -2.123
O -0.567 2.172 -0.630
N -5.703 0.072 -0.797
N -0.905 0.408 3.687
N 1.618 2.903 -0.825
C -3.525 -4.047 1.227
C 0.498 -1.932 -3.603
C -1.894 -5.054 -0.217
C -2.145 -2.619 -0.208
C -2.962 -5.192 0.665
C -3.131 -2.803 0.786
C 2.939 -1.085 0.419
C -6.725 -0.730 -1.481
C 2.786 -1.942 1.515
C 5.574 -2.058 -2.282
C 2.707 -1.460 2.824
C 5.397 -0.093 -0.810
C 0.482 2.686 -0.151
C -1.567 -0.033 2.598
C 2.228 0.060 -4.637
C 2.703 -0.079 3.066
C 2.756 3.541 -0.167
C -1.428 -3.794 -0.545
C 6.626 0.430 -1.363
C -0.531 -0.565 4.688
C -4.446 0.136 -1.174
C 3.070 -3.197 -4.043
C 3.443 -1.585 -0.933
C -5.958 0.862 0.394
C 2.597 0.784 1.976
C -0.802 1.820 3.983
C 2.631 0.269 0.661
C 1.775 2.777 -2.281
C 4.894 -1.249 -1.220
H -5.500 1.850 0.250
H 4.811 0.575 -0.143
H 5.060 -3.013 -2.433
H 3.670 2.950 -0.315
H 2.941 4.544 -0.579
H 2.439 3.590 -2.591
H 2.669 -2.175 3.658
H 0.189 -2.254 -2.585
H 0.178 2.238 3.727
H 2.776 0.324 4.070
H 3.336 -2.671 -1.001
H 7.321 -0.407 -1.454
H 2.784 -3.017 1.330
H 0.818 2.843 -2.791
H -0.949 -0.289 5.654
H -5.429 0.394 1.245
H 2.913 0.864 -4.311
H 3.072 -3.819 -3.130
H -6.891 -0.363 -2.504
H 0.466 2.993 0.903
H -1.409 -1.105 2.378
H 0.552 -0.665 4.789
H 2.462 -3.758 -4.773
H -7.031 0.933 0.554
H 7.045 1.242 -0.776
H 4.111 -3.181 -4.440
H 2.454 0.900 -0.193
H -6.409 -1.780 -1.568
H 2.562 3.616 0.905
H 1.190 0.440 -4.506
H -7.672 -0.674 -0.938
H -0.927 -1.540 4.408
H 5.578 -1.488 -3.234
H -1.566 2.366 3.425
H 2.529 1.868 2.128
H 0.391 -2.757 -4.332
H 2.260 1.832 -2.540
H 6.414 0.772 -2.391
H -4.096 -0.382 -2.064
H 6.625 -2.330 -2.111
H 2.386 -0.172 -5.705
H -0.952 1.969 5.053
H -0.108 -1.048 -3.877
*
```

The value obtained for the orbital gap (alpha / beta) is 6.8 / 7.9 eV. The total energy is -4230.07068 hartree. As for the energy above the lowest of the compared OMol25 structures with the same formula, charge and spin: 350.3 kJ/mol.

From a Löwdin analysis of the wavefunction, the atomic charges in e read: 0.50, 0.17, 0.57, 0.43, 0.07, 0.07, 0.11, 0.10, 0.10, -0.15, -0.29, -0.22, -0.16, -0.25, -0.14, -0.16, -0.16, -0.15, -0.17, -0.14, -0.24, -0.15, -0.13, -0.19, -0.01, -0.04, -0.05, -0.09, -0.13, -0.28, -0.39, -0.16, -0.11, -0.05, -0.11, -0.10, -0.04, -0.24, -0.17, -0.23, -0.02, -0.12, -0.03, -0.19, 0.01, -0.23, 0.10, 0.11, 0.06, 0.09, 0.10, 0.09, 0.10, 0.02, 0.08, 0.10, 0.14, 0.07, 0.12, 0.10, 0.09, 0.11, 0.01, 0.04, 0.10, 0.15, 0.11, 0.07, 0.04, 0.09, 0.07, 0.03, 0.07, 0.10, 0.08, 0.03, 0.09, 0.10, 0.10, 0.09, 0.08, 0.03, 0.07, 0.09, 0.12, 0.09, 0.03, 0.09, -0.03


No. 4
Below is a 7-piece molecular cluster, C29H43F8N3O10S3 overall at a distorted geometry, with properties calculated with ωB97M-V/def2-TZVPD.

ORCA input file:
```
! RIJCOSX wB97M-V def2-TZVPD def2/J DEFGRID3
* xyz 0 1
S -0.860 -5.309 -1.832
S -5.067 2.773 -1.406
S 0.751 3.743 2.118
F -2.192 -3.574 3.316
F -0.193 -1.294 6.957
F -3.720 -0.468 2.668
F 0.364 1.327 6.725
F 1.126 0.071 5.051
F -4.029 -1.670 4.448
F -1.979 0.012 6.715
F -4.114 -3.191 2.308
O -0.084 4.805 1.624
O -1.888 -4.289 -1.994
O -4.828 1.198 -1.683
O 0.169 2.523 2.644
O -0.446 -5.757 -0.547
O 1.922 3.371 1.019
O -5.524 3.312 -2.659
O -5.858 2.983 -0.215
O -2.043 -0.791 3.970
O 0.434 -4.746 -2.557
N 0.197 -0.419 -0.028
N 5.106 0.211 -2.704
N 0.160 3.627 -2.523
C -0.907 -0.518 6.075
C 0.235 2.308 -2.335
C 0.139 -2.624 0.902
C -1.588 3.296 -4.106
C 0.919 -0.023 1.030
C -3.173 -1.375 3.445
C 0.905 -2.220 1.982
C 6.615 -0.440 -0.993
C 1.323 -0.920 2.021
C 4.112 -0.186 -1.899
C -3.400 3.344 -1.078
C 3.712 4.080 -0.314
C 0.310 -4.057 -3.812
C 1.843 4.420 3.352
C 2.283 4.428 0.115
C -4.460 0.391 -0.533
C 6.359 0.177 -2.208
C -2.906 -2.653 2.650
C -0.561 1.397 -3.039
C 1.672 -3.473 -4.160
C -0.118 -1.713 -0.109
C 5.585 -0.865 -0.170
C -1.148 -6.761 -2.896
C 4.283 -0.736 -0.636
C -3.254 -0.464 -0.949
C -1.492 1.920 -3.940
C -0.726 4.108 -3.381
C -1.335 -1.474 4.975
C 0.028 0.614 5.637
H 1.994 -2.869 -3.313
H -2.681 -0.878 -0.122
H -1.804 -2.339 5.448
H 1.570 -2.848 -5.050
H 1.590 4.412 -0.728
H -0.427 -1.950 4.591
H -2.242 3.667 -4.882
H -3.478 -1.241 -1.679
H -5.350 -0.239 -0.489
H 3.445 -1.129 -0.077
H 4.253 4.031 0.637
H 2.340 3.559 3.797
H -2.932 2.685 -0.350
H 3.127 -0.192 -2.349
H -0.445 0.332 -2.899
H -2.581 0.213 -1.487
H -0.359 -3.575 0.758
H 1.958 -0.583 2.831
H 4.176 4.903 -0.858
H -0.379 1.287 4.881
H -1.845 -6.542 -3.701
H -0.593 -2.062 -1.021
H 0.138 -4.802 -4.598
H 1.036 1.970 -1.690
H -4.242 0.942 0.377
H -2.180 1.343 -4.544
H -3.507 4.353 -0.693
H -0.201 -7.159 -3.248
H 2.552 5.085 2.869
H 1.246 4.929 4.105
H -2.436 -2.376 1.701
H 1.083 1.039 1.064
H -2.890 3.296 -2.037
H 1.111 -2.905 2.796
H -0.504 -3.339 -3.763
H -0.738 5.189 -3.461
H 2.347 -4.259 -4.488
H -1.619 -7.545 -2.301
H 3.837 3.136 -0.837
H 7.628 -0.601 -0.645
H 2.330 5.442 0.518
H 7.141 0.388 -2.923
H 5.873 -1.201 0.817
*
```

The value obtained for the orbital gap is 9.9 eV. The total energy is -4040.92199 hartree. The SMILES is FC(F)C(F)(F)COC(F)(F)C(F)F.CCOS(C)(=O)=O.CCOS(C)(=O)=O.CCOS(C)(=O)=O.c1ccncc1.c1ccncc1.c1ccncc1.

From a Löwdin analysis of the wavefunction, the atomic charges in e read: 0.59, 0.60, 0.63, 0.12, 0.10, 0.19, 0.11, 0.08, 0.16, 0.13, 0.09, -0.27, -0.30, -0.27, -0.29, -0.27, -0.29, -0.29, -0.29, 0.06, -0.28, 0.08, 0.05, 0.06, -0.42, -0.13, -0.07, -0.09, -0.12, -0.57, -0.08, -0.09, -0.07, -0.17, -0.09, -0.05, -0.27, -0.11, -0.28, -0.24, -0.14, -0.28, -0.06, -0.05, -0.17, -0.08, -0.10, -0.06, -0.05, -0.08, -0.16, -0.09, -0.30, 0.07, 0.04, 0.15, 0.08, 0.09, 0.13, 0.11, 0.08, 0.13, 0.09, 0.08, 0.07, 0.07, 0.09, 0.09, 0.06, 0.09, 0.10, 0.08, 0.16, 0.07, 0.09, 0.12, 0.09, 0.10, 0.11, 0.08, 0.07, 0.07, 0.08, 0.15, 0.07, 0.03, 0.11, 0.11, 0.11, 0.08, 0.07, 0.07, 0.10, 0.12, 0.10, 0.11


No. 5
Below is a 4-piece molecular cluster, C29H44BNO9S overall at a distorted geometry, with properties calculated with ωB97M-V/def2-TZVPD.

ORCA input file:
```
! RIJCOSX wB97M-V def2-TZVPD def2/J DEFGRID3
* xyz 0 1
S 3.113 -1.160 0.416
O 0.821 4.187 -3.409
O -6.826 2.299 -3.127
O 3.176 -4.836 3.746
O -3.062 0.203 -3.307
O -7.697 1.953 -1.139
O 7.198 0.426 0.019
O 4.504 1.508 0.487
O 4.971 -3.686 3.212
O -3.246 -1.114 -1.556
N 0.675 -0.920 -1.159
C 2.546 -6.670 5.216
C 0.899 1.465 -1.620
C 1.395 0.317 -1.040
C 6.553 -1.839 0.554
C 4.485 -4.759 3.440
C 7.059 -0.486 1.115
C 0.463 -1.532 0.130
C 1.608 2.643 -1.483
C 0.075 -2.704 2.577
C 2.814 2.685 -0.803
C -8.598 3.762 -2.542
C -0.980 -2.489 1.726
C 3.324 1.537 -0.218
C 0.835 5.198 -1.029
C 1.363 -2.329 2.229
C -3.566 1.242 -4.152
C 6.907 1.770 0.364
C -9.892 1.932 -0.083
C -0.810 -1.916 0.478
C -3.612 -0.118 -2.123
C -8.449 2.384 0.000
C 2.589 0.374 -0.345
C -7.620 2.641 -2.289
C 5.323 -6.014 3.491
C 1.517 -1.743 0.997
C -2.977 2.589 -3.784
C -4.599 0.836 -1.500
C 2.441 -6.058 3.834
C 5.557 2.210 -0.194
B 1.083 4.013 -2.076
H -3.257 2.884 -2.772
H -8.360 3.463 0.141
H 1.298 -1.548 -1.674
H 3.575 -6.940 5.458
H 2.202 -2.489 2.899
H -9.943 0.849 -0.200
H -7.972 1.920 0.862
H 6.916 1.942 1.448
H 2.215 -5.957 5.972
H 3.338 3.634 -0.715
H -3.321 3.358 -4.476
H -1.887 2.548 -3.818
H 4.785 -6.915 3.208
H 8.033 -0.647 1.598
H 7.363 -2.560 0.412
H 5.734 -6.129 4.493
H 1.785 5.690 -0.775
H -5.211 1.374 -2.226
H -10.434 2.213 0.820
H -8.891 4.301 -1.644
H 1.928 -7.566 5.286
H -3.258 0.976 -5.163
H -5.282 0.261 -0.879
H 0.095 5.929 -1.382
H 2.742 -6.753 3.049
H 5.801 -2.235 1.241
H -1.634 -1.760 -0.214
H -1.988 -2.772 2.019
H 6.303 -0.140 1.828
H 7.686 2.387 -0.108
H -0.056 1.409 -2.137
H 6.142 -5.902 2.783
H -9.483 3.359 -3.034
H -4.656 1.254 -4.150
H -10.401 2.371 -0.942
H 5.440 3.298 -0.080
H -8.123 4.484 -3.202
H -4.060 1.546 -0.871
H 6.069 -1.636 -0.406
H 1.403 -5.793 3.633
H -0.148 -3.156 3.541
H 5.501 1.980 -1.267
H 0.190 4.911 -3.513
H 0.463 4.757 -0.094
*
```

The value obtained for the orbital gap is 8.1 eV. The total energy is -2286.42699 hartree. The SMILES is CCOCCOc1cc(B(C)O)cc2c1Sc1ccccc1N2.CCOC(C)=O.CCOC(C)=O.CCOC(C)=O.

From a Löwdin analysis of the wavefunction, the atomic charges in e read: 1.08, 0.15, 0.09, -0.01, 0.00, 0.00, -0.15, -0.06, 0.10, 0.09, 0.06, -0.06, 0.03, -0.26, -0.08, -0.52, -0.25, -0.28, -0.12, -0.10, 0.02, 0.02, -0.09, -0.28, -0.01, -0.09, -0.22, -0.19, -0.06, 0.00, -0.51, -0.23, -0.34, -0.51, 0.01, -0.43, -0.06, 0.01, -0.23, -0.16, -0.45, 0.07, 0.11, 0.13, 0.07, 0.10, 0.09, 0.12, 0.13, 0.08, 0.12, 0.08, 0.07, 0.07, 0.11, 0.07, 0.10, 0.07, 0.03, 0.08, 0.07, 0.08, 0.12, 0.09, 0.06, 0.12, 0.03, 0.09, 0.11, 0.11, 0.13, 0.12, 0.09, 0.10, 0.10, 0.07, 0.12, 0.09, 0.10, 0.06, 0.12, 0.10, 0.14, 0.10, 0.07